1.
# C99H213N11O13

A 13-piece molecular cluster, C99H213N11O13 overall in a non-equilibrium geometry (the ωB97M-V functional and the def2-TZVPD basis, the OMol25 dataset).

CARTESIAN COORDINATES (ANGSTROEM)
C -4.209 -0.034 8.886
C -4.145 -1.154 7.699
C -5.160 -0.731 6.573
C -4.987 -1.541 5.338
C -3.604 -1.461 4.781
C -2.580 -1.929 5.802
N -2.792 -1.103 6.990
O -1.880 -1.531 8.039
C -2.651 -3.452 6.121
C -1.211 -1.649 5.256
C -4.466 -2.489 8.424
H -5.294 0.168 9.000
H -3.766 0.892 8.589
H -3.773 -0.304 9.842
H -6.154 -0.818 6.984
H -4.960 0.333 6.492
H -5.783 -1.292 4.571
H -5.260 -2.610 5.525
H -3.365 -0.406 4.604
H -3.406 -1.948 3.812
H -3.656 -3.831 6.046
H -2.159 -3.992 5.276
H -2.164 -3.644 7.088
H -0.439 -2.154 5.790
H -1.174 -1.977 4.210
H -0.967 -0.590 5.372
H -3.597 -2.980 8.902
H -4.922 -3.235 7.799
H -5.199 -2.184 9.185
H -1.386 -0.717 8.180
C -4.966 5.751 5.137
C -3.672 5.233 4.642
C -3.134 4.079 5.542
C -3.922 2.763 5.356
C -3.939 2.373 3.884
C -4.540 3.485 2.997
N -3.742 4.707 3.258
O -4.254 5.756 2.418
C -4.291 3.212 1.519
C -6.100 3.644 3.130
C -2.670 6.499 4.647
H -4.683 6.418 5.987
H -5.588 4.932 5.597
H -5.628 6.204 4.391
H -2.074 3.920 5.256
H -3.183 4.435 6.599
H -4.894 2.867 5.826
H -3.340 2.027 5.892
H -4.556 1.471 3.747
H -2.959 2.107 3.447
H -3.240 3.484 1.272
H -4.424 2.252 1.108
H -4.930 3.857 0.882
H -6.486 3.845 4.108
H -6.348 4.528 2.463
H -6.632 2.744 2.735
H -1.617 6.401 4.246
H -2.456 6.831 5.704
H -3.124 7.262 4.043
H -3.416 5.884 1.966
C 5.083 -0.147 5.860
C 3.544 0.066 5.699
C 2.915 -0.297 7.084
C 1.468 0.052 6.968
C 1.393 1.540 6.787
C 1.950 1.963 5.473
N 3.329 1.494 5.391
O 3.913 1.698 4.037
C 1.092 1.502 4.289
C 1.992 3.454 5.478
C 3.050 -0.917 4.620
H 5.425 0.535 6.580
H 5.606 -0.026 4.878
H 5.318 -1.117 6.303
H 3.007 -1.377 7.346
H 3.381 0.310 7.860
H 0.918 -0.285 7.890
H 0.970 -0.515 6.213
H 1.944 2.015 7.582
H 0.405 1.981 6.865
H 0.962 0.449 4.169
H 0.186 2.086 4.372
H 1.548 1.943 3.392
H 0.986 3.873 5.502
H 2.538 3.725 6.326
H 2.483 3.862 4.558
H 3.703 -1.753 4.729
H 3.124 -0.410 3.642
H 2.046 -1.356 4.730
H 4.642 2.305 4.146
C 7.592 -1.329 0.666
C 6.703 -2.487 1.201
C 5.283 -2.412 0.685
C 5.178 -2.683 -0.803
C 5.706 -4.058 -1.059
C 7.217 -4.289 -0.602
N 7.281 -3.852 0.844
O 8.653 -3.810 1.143
C 7.705 -5.705 -0.459
C 8.202 -3.556 -1.546
C 6.762 -2.382 2.763
H 7.457 -1.061 -0.433
H 8.610 -1.566 0.931
H 7.220 -0.484 1.237
H 4.612 -3.091 1.238
H 4.962 -1.449 0.979
H 5.835 -2.012 -1.415
H 4.207 -2.454 -1.214
H 5.532 -4.408 -2.086
H 5.142 -4.819 -0.440
H 7.143 -6.206 0.348
H 7.517 -6.366 -1.333
H 8.796 -5.750 -0.360
H 7.876 -2.553 -1.986
H 9.086 -3.513 -0.977
H 8.348 -4.152 -2.531
H 6.050 -1.611 3.150
H 7.798 -2.170 3.122
H 6.475 -3.363 3.157
H 8.722 -4.322 1.992
C 4.266 4.909 1.916
C 5.411 4.612 0.899
C 5.979 3.203 1.235
C 5.021 2.098 0.907
C 4.873 2.110 -0.595
C 4.291 3.550 -1.097
N 5.118 4.636 -0.551
O 4.459 5.948 -0.810
C 4.514 3.678 -2.578
C 2.790 3.649 -0.698
C 6.586 5.632 1.141
H 4.630 5.647 2.692
H 3.932 4.055 2.390
H 3.444 5.340 1.341
H 6.867 3.128 0.567
H 6.287 3.319 2.276
H 4.038 2.073 1.433
H 5.436 1.106 1.088
H 4.276 1.295 -1.050
H 5.915 1.969 -0.994
H 4.039 2.861 -3.080
H 3.900 4.510 -2.871
H 5.543 3.886 -2.763
H 2.553 2.989 0.106
H 2.542 4.688 -0.596
H 2.243 3.214 -1.520
H 6.829 5.759 2.206
H 6.280 6.665 0.926
H 7.373 5.385 0.420
H 5.020 6.332 -1.465
C -3.428 7.459 -0.749
C -2.028 6.798 -0.697
C -1.233 7.181 -1.953
C 0.195 6.696 -1.935
C 0.898 7.206 -0.728
C 0.166 6.972 0.642
N -1.233 7.364 0.426
O -1.923 7.301 1.648
C 0.290 5.616 1.208
C 0.861 7.886 1.597
C -2.135 5.300 -0.655
H -4.025 7.286 0.128
H -3.881 7.020 -1.602
H -3.372 8.509 -1.009
H -1.785 6.730 -2.807
H -1.185 8.290 -2.114
H 0.701 7.011 -2.814
H 0.249 5.571 -1.955
H 0.954 8.331 -0.833
H 1.903 6.713 -0.717
H 1.330 5.466 1.429
H -0.436 5.374 1.961
H 0.041 4.879 0.526
H 0.472 7.693 2.635
H 1.904 7.589 1.604
H 0.669 8.936 1.343
H -3.034 5.056 -1.219
H -2.404 4.998 0.343
H -1.283 4.771 -1.025
H -2.179 8.166 1.900
C -6.165 1.085 -4.152
C -5.667 1.604 -2.793
C -6.480 2.770 -2.131
C -7.859 2.348 -1.692
C -7.608 1.246 -0.702
C -6.858 -0.020 -1.133
N -5.585 0.479 -1.770
O -4.801 -0.591 -2.329
C -6.400 -0.836 0.118
C -7.614 -0.987 -2.065
C -4.194 2.074 -2.956
H -5.619 0.191 -4.386
H -6.186 1.832 -4.938
H -7.229 0.828 -4.080
H -5.848 3.239 -1.426
H -6.578 3.543 -2.928
H -8.321 1.889 -2.557
H -8.367 3.169 -1.221
H -8.593 0.943 -0.231
H -7.035 1.687 0.178
H -5.849 -1.688 -0.100
H -5.802 -0.129 0.721
H -7.266 -1.246 0.693
H -7.050 -1.843 -2.350
H -8.418 -1.448 -1.431
H -8.131 -0.434 -2.817
H -4.262 2.992 -3.592
H -3.476 1.394 -3.430
H -3.799 2.348 -2.049
H -3.896 -0.562 -1.933
C 0.762 -9.330 -1.693
C 0.560 -7.865 -1.456
C 1.429 -7.498 -0.264
C 1.697 -6.053 -0.052
C 2.309 -5.451 -1.319
C 1.423 -5.727 -2.635
N 1.098 -7.164 -2.658
O 0.408 -7.474 -3.871
C 0.276 -4.765 -2.652
C 2.276 -5.417 -3.870
C -0.957 -7.463 -1.175
H 0.240 -9.884 -0.939
H 1.821 -9.568 -1.774
H 0.368 -9.516 -2.681
H 0.905 -7.762 0.656
H 2.316 -8.162 -0.381
H 2.387 -5.911 0.744
H 0.811 -5.495 0.217
H 3.362 -5.720 -1.384
H 2.239 -4.369 -1.253
H -0.274 -4.710 -1.721
H 0.596 -3.746 -2.916
H -0.457 -4.992 -3.423
H 2.606 -4.404 -3.890
H 3.026 -6.139 -4.083
H 1.686 -5.500 -4.755
H -1.037 -6.416 -0.884
H -1.288 -8.086 -0.363
H -1.642 -7.726 -1.989
H -0.514 -7.491 -3.586
C -3.866 -4.340 -3.230
C -4.510 -5.176 -4.290
C -5.763 -4.284 -4.724
C -6.420 -4.821 -5.974
C -5.384 -4.950 -7.115
C -4.155 -5.792 -6.764
N -3.622 -5.289 -5.459
O -2.584 -6.249 -5.105
C -4.560 -7.259 -6.794
C -3.077 -5.481 -7.723
C -4.975 -6.450 -3.688
H -2.945 -4.765 -2.846
H -4.470 -4.248 -2.396
H -3.702 -3.355 -3.686
H -6.506 -4.363 -3.945
H -5.364 -3.291 -4.901
H -7.251 -4.263 -6.431
H -6.929 -5.844 -5.758
H -5.078 -3.968 -7.364
H -5.857 -5.396 -8.006
H -4.590 -7.568 -7.848
H -3.834 -7.878 -6.307
H -5.515 -7.330 -6.272
H -3.542 -5.282 -8.759
H -2.562 -4.561 -7.421
H -2.351 -6.275 -7.742
H -4.170 -7.155 -3.672
H -5.772 -7.038 -4.201
H -5.469 -6.303 -2.779
H -1.773 -5.725 -5.108
C 4.387 2.698 -7.157
C 4.928 1.278 -7.021
C 6.342 1.361 -6.361
C 6.828 0.018 -5.832
C 5.895 -0.413 -4.722
C 4.459 -0.594 -5.299
N 4.071 0.601 -5.970
O 2.796 0.396 -6.662
C 4.444 -1.869 -6.134
C 3.547 -0.731 -4.082
C 4.893 0.481 -8.379
H 4.571 3.236 -6.164
H 3.377 2.618 -7.467
H 4.948 3.293 -7.817
H 7.009 1.676 -7.203
H 6.355 2.191 -5.598
H 7.878 0.173 -5.484
H 6.907 -0.792 -6.537
H 6.010 0.326 -3.953
H 6.255 -1.353 -4.240
H 5.331 -1.868 -6.806
H 4.619 -2.805 -5.574
H 3.569 -2.010 -6.754
H 3.893 -1.578 -3.470
H 3.294 0.109 -3.380
H 2.532 -0.976 -4.484
H 5.261 1.153 -9.198
H 3.847 0.268 -8.686
H 5.527 -0.424 -8.461
H 2.050 0.775 -6.170
C -1.911 -2.254 -1.350
C -1.263 -1.406 -0.229
C 0.270 -1.836 0.024
C 0.886 -0.823 0.995
C 0.806 0.561 0.401
C -0.556 1.062 -0.058
N -1.191 -0.024 -0.833
O -2.537 0.383 -1.143
C -1.322 1.609 1.126
C -0.382 2.172 -1.103
C -2.104 -1.547 1.059
H -2.985 -2.004 -1.473
H -1.841 -3.288 -1.236
H -1.353 -2.028 -2.246
H 0.330 -2.917 0.272
H 0.801 -1.828 -0.977
H 1.962 -1.041 1.178
H 0.352 -0.875 2.014
H 1.563 0.601 -0.406
H 1.212 1.306 1.140
H -1.130 1.050 2.031
H -1.009 2.628 1.410
H -2.445 1.626 0.970
H 0.080 1.875 -2.044
H -1.373 2.561 -1.274
H 0.203 3.006 -0.712
H -1.629 -1.256 1.980
H -2.280 -2.597 1.204
H -3.122 -1.094 0.958
H -2.992 0.552 -0.327
O -0.455 -0.063 -3.611
H -0.588 -0.098 -2.623
H -1.259 0.178 -4.071
O 1.323 1.876 -4.895
H 2.057 2.302 -4.450
H 0.990 1.255 -4.205

Summary:
- HOMO-LUMO gap: 8.450 eV
- Total charge: 0
- E_LUMO: 0.0102 hartree
- HOMO level: -8.2 eV

2.
# C5H12O2

A 2-piece molecular cluster, C5H12O2 overall (the ωB97M-V functional and the def2-TZVPD basis, the OMol25 dataset).

CARTESIAN COORDINATES (ANGSTROEM)
C -1.604 1.379 1.225
C -1.784 0.120 0.372
C -0.943 0.050 -0.871
O 1.643 0.140 0.896
C -0.198 -0.986 -1.236
C 2.539 0.093 -0.188
O 0.023 -2.053 -0.390
H -0.643 1.376 1.747
H -1.650 2.287 0.612
H -2.407 1.443 1.968
H -1.614 -0.774 0.983
H -2.831 0.068 0.043
H -0.980 0.893 -1.558
H 1.098 -0.660 0.858
H 0.320 -1.026 -2.192
H 3.406 -0.553 0.014
H 2.064 -0.252 -1.115
H 2.899 1.108 -0.373
H 0.660 -2.653 -0.794

Summary:
- HOMO-LUMO gap: 9.411 eV
- Total charge: 0
- E_LUMO: 0.0218 hartree
- HOMO level: -8.8 eV

3.
# C24H14Cl7N3O2Y

C24H14Cl7N3O2Y as an isolated structure in a non-equilibrium geometry (the ωB97M-V functional and the def2-TZVPD basis, the OMol25 dataset).

CARTESIAN COORDINATES (ANGSTROEM)
Y -0.358 0.783 -0.536
C -0.161 5.719 -0.881
C -1.450 5.759 -0.369
C -1.743 5.119 0.825
C -0.746 4.442 1.517
C 0.546 4.414 1.010
C 0.838 5.047 -0.192
H 0.063 6.198 -1.826
H -2.234 6.267 -0.917
H -2.758 5.110 1.201
H -0.985 3.912 2.430
H 1.322 3.872 1.533
H 1.841 4.997 -0.595
O -1.880 2.167 -1.219
N -2.504 2.179 -0.133
N -3.047 -1.084 0.231
O -0.841 -1.585 -0.921
C -1.650 -3.398 0.705
C -0.510 -4.127 0.432
C -0.513 -5.472 0.767
C -1.638 -6.041 1.358
C -2.767 -5.276 1.617
C -2.779 -3.925 1.287
H 0.344 -3.650 -0.034
H 0.360 -6.079 0.565
H -1.633 -7.092 1.618
H -3.638 -5.727 2.074
H -3.636 -3.283 1.452
Cl 2.218 -1.743 -1.019
C 1.862 -0.929 -2.527
C 1.000 0.156 -2.501
C 0.885 0.840 -3.700
Cl -0.060 2.315 -3.696
C 1.507 0.451 -4.883
Cl 1.298 1.346 -6.347
C 2.314 -0.684 -4.870
Cl 3.087 -1.214 -6.320
C 2.510 -1.375 -3.677
Cl 3.549 -2.754 -3.648
Cl 4.270 0.556 2.766
C 2.548 0.312 2.501
C 1.801 -0.317 3.538
C 0.601 -0.942 3.577
C -0.333 -1.320 2.526
C -0.575 -0.727 1.351
Cl -1.731 -1.611 0.313
C 2.043 0.879 1.375
N 1.571 1.402 0.433
H 2.338 -0.317 4.483
H 0.334 -1.340 4.550
H -0.882 -2.230 2.774

Summary:
- HOMO-LUMO gap (spin up / spin down): 6.850 / 6.847 eV
- Total charge: -1
- E_LUMO (spin up / spin down): 0.0892 / 0.0892 hartree
- HOMO level (spin up / spin down): -4.4 / -4.4 eV

4.
# H15O7

A 7-piece molecular cluster, H15O7 overall in a non-equilibrium geometry (the ωB97M-V functional and the def2-TZVPD basis, the OMol25 dataset).

CARTESIAN COORDINATES (ANGSTROEM)
O 1.013 -0.389 -0.506
H 1.287 0.575 -0.777
H 1.236 -0.677 0.373
H 0.163 -0.754 -0.798
O 2.093 -0.639 2.007
H 2.016 0.190 2.491
H 2.059 -1.210 2.740
O -0.776 -0.581 1.444
H -0.681 -0.551 2.389
H -1.517 -1.122 1.229
O 1.888 2.407 -0.732
H 1.180 2.916 -1.145
H 2.214 2.932 -0.010
O -1.457 1.853 0.770
H -1.349 0.893 0.995
H -2.399 2.074 0.825
O -1.123 0.290 -2.305
H -1.442 -0.566 -2.564
H -1.314 0.922 -2.997
O -0.912 -2.530 -1.065
H -1.040 -3.279 -0.447
H -1.140 -2.748 -1.911

Summary:
- HOMO-LUMO gap: 10.669 eV
- Total charge: +1
- E_LUMO: -0.1150 hartree
- HOMO level: -13.8 eV

Result set for energy relative to the best compared isomer or geometry (same formula, charge and spin): 182.7 173.1 1037.4 190.6 kJ/mol, one per record in the order listed.